# 1
Entry from OMol25: C30H50BrCeN3OP2 as an isolated structure at a distorted geometry (ωB97M-V/def2-TZVPD).

Properties
Charge ... +4
E_HOMO (spin up / spin down) ... -19.334 / -19.333 eV
Gap between HOMO and LUMO (spin up / spin down) ... 4.7 / 4.7 eV

Geometry as XYZ:
```
88
C30H50BrCeN3OP2 (ωB97M-V/def2-TZVPD)
C -3.88277 1.58994 1.01363
C -3.50843 0.76790 -0.07050
C -4.08570 1.03720 -1.32076
C -5.02013 2.06881 -1.43878
N -5.38475 2.81475 -0.39911
C -4.84996 2.58441 0.80014
C -2.59388 -0.36124 0.04405
C -2.21588 -1.54655 -0.26684
C -1.89219 -2.90779 0.13028
C -0.53895 -3.40119 -0.03309
C -0.00937 -4.40787 0.84061
C -0.96301 -5.10471 1.54757
C -2.33759 -4.88510 1.44046
C -2.80340 -3.71975 0.85249
Ce -0.08012 -1.24442 0.90307
P 0.06029 2.10499 -0.39242
H -3.84135 0.42606 -2.18053
H -3.49082 1.42856 2.01338
H -5.48539 2.27532 -2.40696
H -5.20958 3.20728 1.62923
H -3.84245 -3.41523 0.89068
H 0.00044 -3.10822 -0.96590
H -3.04481 -5.60121 1.83074
H 1.03953 -4.69839 0.87569
C 1.64033 3.00224 -0.79572
C 1.67485 4.30541 -1.58560
H 2.22595 2.24492 -1.33759
H 2.13854 3.14898 0.17276
H 2.72391 4.58729 -1.74290
H 1.22352 4.22957 -2.57903
H 1.20361 5.14193 -1.06023
C -1.00845 2.51946 -1.85490
C -1.76490 3.84047 -1.95358
H -1.74022 1.70018 -1.88956
H -0.36527 2.39645 -2.73803
H -2.32774 3.85217 -2.89818
H -2.50890 3.97534 -1.15963
H -1.10677 4.71676 -1.96497
C -0.67206 3.11566 0.98048
C -0.42349 4.62390 1.09564
H -0.30345 2.62583 1.89797
H -1.75607 2.92152 0.94722
H -0.90705 4.98228 2.02043
H 0.64261 4.88612 1.17167
H -0.86543 5.19284 0.26337
Br -0.38229 -6.58526 2.62319
P 0.95287 -1.17767 -2.35093
C 1.21568 0.09294 -3.64456
C 2.20064 -0.22129 -4.77201
H 1.55935 0.99241 -3.10454
H 0.22930 0.34343 -4.06611
H 2.30371 0.66789 -5.41012
H 3.19943 -0.46947 -4.39147
H 1.85958 -1.04160 -5.41837
C 2.49173 -2.18737 -2.29064
C 2.65383 -3.36428 -3.25966
H 2.55173 -2.57738 -1.25828
H 3.33149 -1.48243 -2.40196
H 3.59958 -3.88276 -3.02917
H 1.84644 -4.10559 -3.15561
H 2.70596 -3.04355 -4.31200
C -0.36315 -2.30181 -3.03818
C -0.39473 -2.52624 -4.54154
H -1.31718 -1.87474 -2.68748
H -0.28394 -3.28613 -2.55081
H -1.25537 -3.17360 -4.76773
H -0.52638 -1.58175 -5.08019
H 0.50931 -3.03685 -4.90351
C 2.52082 1.68986 3.02195
N 2.35717 0.65032 4.03860
C 3.10303 0.81383 5.27778
C 1.54513 -0.36847 3.73314
O 0.98612 -0.32287 2.56226
N 1.24232 -1.43584 4.49722
C 1.78192 -1.71614 5.81465
C 0.35688 -2.42238 3.88581
H 3.26045 2.39889 3.40700
H 1.57913 2.22322 2.81080
H 2.89030 1.27133 2.07518
H 2.42360 0.99355 6.12772
H 3.72636 -0.07253 5.46914
H 3.74280 1.69203 5.12594
H 1.18548 -2.54812 6.20403
H 2.84902 -2.00327 5.75127
H 1.65985 -0.84246 6.47448
H -0.61008 -1.98442 3.58879
H 0.81262 -2.90313 3.00572
H 0.15621 -3.20321 4.61346
```



# 2
Entry from OMol25: C31H25BrI2N3O4SSeTi as an isolated structure at a distorted geometry (ωB97M-V/def2-TZVPD).

Properties
2S+1 ... 2
ΔE to the lowest compared entry with this formula, charge and spin ... 39.0 kcal per mole
E_HOMO (spin up / spin down) ... -7.098 / -7.195 eV
Expectation value of S² ... 0.76
Gap between HOMO and LUMO (spin up / spin down) ... 6.6 / 6.6 eV

Geometry as XYZ:
```
69
C31H25BrI2N3O4SSeTi (ωB97M-V/def2-TZVPD)
Ti -0.58811 -1.41585 -0.93070
Br -0.93557 -4.03994 -1.63517
C -1.30341 -4.55898 0.16276
C -1.59128 -5.86855 0.36034
C -1.93771 -6.30979 1.66205
C -2.01047 -5.41279 2.68137
C -1.71306 -4.03899 2.47158
C -1.82841 -3.10457 3.53554
C -1.54833 -1.78908 3.32936
C -1.11033 -1.35164 2.05476
C -0.96048 -2.19134 0.98353
C -1.31263 -3.57084 1.19298
H -1.56543 -6.56562 -0.46770
H -2.15329 -7.35832 1.82847
H -2.30482 -5.73284 3.67530
H -2.15194 -3.46052 4.50920
H -1.65677 -1.07612 4.14188
H -0.85881 -0.29861 1.94388
I 3.50910 -2.67396 -3.23674
C 2.61005 -0.84951 -2.87335
C 3.02519 0.31002 -3.57223
C 2.46066 1.52200 -3.31888
I 3.15460 3.17784 -4.37927
C 1.42658 1.65879 -2.35707
C 0.82202 2.87429 -1.94289
C -0.11662 2.86072 -0.96949
C -0.54637 1.63598 -0.41507
N -0.05679 0.49401 -0.79610
C 0.97924 0.49539 -1.71451
C 1.60618 -0.78208 -1.94772
O 1.18444 -1.83697 -1.22785
H 3.81610 0.22758 -4.30497
H 1.12883 3.80922 -2.39588
H -0.55279 3.78596 -0.60964
H -1.31881 1.59544 0.34235
C 5.41899 -0.96320 2.44123
N 4.58446 0.10861 2.96853
C 4.94979 1.03557 3.94211
C 3.89620 1.84268 4.12926
N 2.89371 1.40526 3.26655
C 1.56417 1.97760 3.13113
C 3.31437 0.33369 2.55102
Se 2.37754 -0.60390 1.28850
H 6.38633 -0.92323 2.93719
H 5.53964 -0.84283 1.36691
H 4.94244 -1.92457 2.61768
H 5.92117 1.03275 4.40694
H 3.76388 2.68235 4.79063
H 1.52355 2.89980 3.70671
H 0.81220 1.27809 3.49481
H 1.36237 2.18041 2.08072
C -3.38311 5.07408 -2.44823
C -3.25600 3.56924 -2.48856
C -3.82229 2.77414 -1.49796
C -3.66747 1.39403 -1.50974
C -2.96833 0.80379 -2.55238
C -2.41870 1.57582 -3.57488
C -2.55967 2.95123 -3.52792
S -2.63997 -0.92036 -2.52901
O -1.22832 -1.08367 -2.98739
O -3.63288 -1.59746 -3.29071
O -2.60703 -1.29409 -1.06482
H -3.82321 5.41177 -1.51012
H -4.01372 5.43230 -3.26647
H -2.40593 5.54877 -2.56276
H -4.38306 3.24052 -0.69370
H -4.06267 0.78082 -0.71058
H -1.87472 1.09743 -4.38157
H -2.10453 3.56224 -4.30323
```



# 3
Entry from OMol25: a 2-piece molecular cluster, C5H11O2 overall at a distorted geometry (ωB97M-V/def2-TZVPD).

Properties
Charge ... -2
2S+1 ... 2
ΔE to the lowest compared entry with this formula, charge and spin ... 6.2 kcal per mole
E_HOMO (spin up / spin down) ... 3.875 / -1.540 eV
Expectation value of S² ... 0.75
Gap between HOMO and LUMO (spin up / spin down) ... 2.6 / 7.9 eV

Geometry as XYZ:
```
18
C5H11O2 (ωB97M-V/def2-TZVPD)
C 1.80050 -2.10587 -0.46622
C 2.66498 -1.29451 0.52125
H 0.75588 -2.11977 -0.15448
H 1.78206 -1.65350 -1.44993
H 2.18593 -3.12103 -0.57919
H 2.28089 -1.32835 1.54210
H 2.66146 -0.24740 0.19930
H 3.69232 -1.66546 0.63780
C -1.18487 1.40333 -0.21368
C -1.91680 1.92404 1.00811
C -2.13446 0.57391 -1.17430
O -3.22168 0.16376 -0.70251
O -1.66597 0.40775 -2.31742
H -0.85785 2.21416 -0.86811
H -0.39418 0.69024 0.00386
H -2.99011 1.91129 0.80127
H -1.69323 2.95252 1.32971
H -1.76488 1.29488 1.88244
```



# 4
Entry from OMol25: C35H52AsOP3Ru as an isolated structure at a distorted geometry (ωB97M-V/def2-TZVPD).

Properties
Charge ... +3
2S+1 ... 6
ΔE to the lowest compared entry with this formula, charge and spin ... 0.0 kcal per mole
E_HOMO (spin up / spin down) ... -12.642 / -15.313 eV
Expectation value of S² ... 8.78
Gap between HOMO and LUMO (spin up / spin down) ... 5.1 / 3.7 eV

Geometry as XYZ:
```
93
C35H52AsOP3Ru (ωB97M-V/def2-TZVPD)
Ru 0.50398 0.26333 -0.11947
P 0.70346 -1.82458 -1.19307
P 2.80459 0.14081 0.53656
P -1.67296 0.59500 -1.02200
H 2.24852 1.86633 -1.65285
C 1.18197 1.89209 -1.40888
C 0.78698 2.42916 -0.12573
H 1.57618 2.77834 0.54691
C 1.30405 -1.40640 -2.87138
C 1.84685 -3.14865 -0.62221
C -0.76314 -2.89577 -1.45377
C 3.65205 1.53969 1.38215
C 3.26644 -1.18635 1.71847
C 3.97801 -0.16092 -0.85756
C -2.48738 2.19688 -0.62352
C -3.08325 -0.51278 -0.62973
C -1.69618 0.56985 -2.86712
H 0.54197 2.11389 -2.26766
H -0.11749 3.04428 -0.10643
H 1.49526 -2.30363 -3.47372
H 2.23332 -0.83100 -2.80194
H 0.56181 -0.79621 -3.39668
H 1.76603 -4.02329 -1.28508
H 1.55436 -3.48220 0.38205
H 2.89229 -2.82404 -0.60245
H -0.45375 -3.89837 -1.78200
H -1.43680 -2.48070 -2.20993
H -1.29416 -3.02045 -0.50233
H 4.72778 1.31860 1.44009
H 3.28092 1.65133 2.40832
H 3.52302 2.48055 0.83549
H 4.33142 -1.44326 1.61120
H 2.66816 -2.08771 1.56185
H 3.07656 -0.83624 2.73930
H 4.98912 0.15354 -0.55851
H 3.69401 0.42671 -1.73784
H 4.00761 -1.22570 -1.12215
H -3.53594 2.16248 -0.95249
H -1.99023 3.03004 -1.13536
H -2.47550 2.36284 0.46148
H -3.94194 -0.26013 -1.27154
H -3.36613 -0.39179 0.42114
H -2.82036 -1.56176 -0.78608
H -2.55630 1.14688 -3.23944
H -1.78337 -0.45841 -3.24787
H -0.78374 1.02495 -3.27145
C -0.40538 0.18162 -6.76827
C 0.15008 0.22619 -8.06198
C 0.23040 1.47037 -8.69308
C -0.27699 2.62376 -8.07479
C -0.96913 2.52127 -6.86007
C -1.09464 1.27686 -6.23935
O -0.21329 -0.85839 -5.89999
H 0.31145 -1.56106 -6.31629
H 0.51810 -0.68989 -8.52259
H 0.69384 1.55280 -9.67826
H -0.14434 3.60075 -8.54737
H -1.41231 3.39861 -6.38403
H -1.65741 1.13866 -5.31604
C -1.91642 3.38698 5.07431
C -1.44363 3.74479 3.80741
C -1.04773 2.75795 2.89436
C -1.11970 1.42091 3.28524
C -1.55879 1.05421 4.56232
C -1.98923 2.04065 5.44954
As -0.31191 0.02203 2.13983
C 0.86582 -0.42519 3.68021
C 1.68528 0.59478 4.19514
C 2.60224 0.29820 5.20565
C 2.67717 -1.00597 5.70499
C 1.79872 -1.99038 5.25104
C 0.85004 -1.69191 4.26308
C -1.75072 -1.30520 2.38642
C -1.42397 -2.63164 2.07224
C -2.40813 -3.62322 2.14097
C -3.71582 -3.27910 2.50192
C -4.04053 -1.95450 2.81262
C -3.06011 -0.95514 2.74148
H -2.23290 4.15712 5.77991
H -1.36718 4.79490 3.52200
H -0.66352 3.01445 1.90689
H -1.53768 0.00940 4.87498
H -2.37807 1.75155 6.42620
H 1.58112 1.61784 3.82437
H 3.25771 1.08012 5.59498
H 3.42473 -1.25098 6.45797
H 1.83850 -3.00060 5.66000
H 0.10810 -2.42413 3.94600
H -0.39393 -2.89235 1.80925
H -2.14102 -4.66098 1.93023
H -4.48752 -4.05177 2.54493
H -5.06007 -1.69785 3.11244
H -3.30938 0.08625 2.95641
```



# 5
Entry from OMol25: C5H12O2 as an isolated structure at a distorted geometry (ωB97M-V/def2-TZVPD).

Properties
ΔE to the lowest compared entry with this formula, charge and spin ... 132.3 kcal per mole
E_HOMO (spin up / spin down) ... -7.345 / -7.453 eV
Gap between HOMO and LUMO (spin up / spin down) ... 7.6 / 8.0 eV

Geometry as XYZ:
```
19
C5H12O2 (ωB97M-V/def2-TZVPD)
C -0.93256 -2.35661 -0.37340
C -0.71572 -1.36155 0.72384
C -0.45117 0.01187 0.49588
O -0.65903 0.82706 1.59047
C 0.55775 0.46821 -0.48576
C 0.66780 1.91628 -0.84292
O 0.91988 2.67848 0.34837
H -0.26597 -3.22116 -0.26873
H -1.95942 -2.74803 -0.36806
H -0.74363 -1.92217 -1.36208
H 1.38233 -1.37790 0.99353
H -1.06149 -1.60859 1.72447
H -1.19563 0.19498 -0.36400
H -0.03750 1.57396 1.50600
H 0.80761 -0.24139 -1.26984
H 1.76216 -0.78022 0.65434
H -0.22979 2.32331 -1.34113
H 1.50316 2.03208 -1.54716
H 0.65122 3.59141 0.18616
```



# 6
Entry from OMol25: one molecule with the formula C12H10BrNO3 at a distorted geometry (ωB97M-V/def2-TZVPD).

Properties
SMILES ... Cc1c(Br)c(C[C@@H]2CO2)cc2c1C(=O)NC2=O
E_HOMO ... -9.321 eV
Gap between HOMO and LUMO ... 8.6 eV

Geometry as XYZ:
```
27
C12H10BrNO3 (ωB97M-V/def2-TZVPD)
C 0.95737 2.88989 0.77849
C 0.64916 1.48666 0.18696
C -0.48643 1.19611 -0.69564
Br -1.54245 2.74138 -1.27564
C -0.81377 -0.17232 -1.16593
C -2.23681 -0.44201 -1.68574
C -2.98518 -1.41086 -0.53843
C -2.76589 -0.90731 0.99174
O -2.08605 -2.15976 0.32355
C 0.27661 -1.13833 -1.13075
C 1.40277 -0.85728 -0.28231
C 1.53243 0.37566 0.50549
C 2.68835 0.21937 1.52591
O 2.94476 0.86031 2.49440
N 3.39712 -0.96160 1.02722
C 2.70026 -1.67645 -0.00580
O 2.99418 -2.66298 -0.61526
H 0.18889 3.19542 1.52636
H 1.95024 2.82231 1.29379
H 1.03689 3.66413 -0.02322
H -2.91740 0.44495 -1.62116
H -2.30770 -1.00651 -2.63842
H -4.00798 -1.85424 -0.80480
H -1.82635 -0.36354 1.24388
H -3.16569 -1.58940 1.78481
H 0.20152 -2.08110 -1.71021
H 4.22116 -0.61252 0.51072
```



# 7
Entry from OMol25: a 11-piece molecular cluster, C5H32N2O11 overall at a distorted geometry (ωB97M-V/def2-TZVPD).

Properties
Charge ... +1
2S+1 ... 2
ΔE to the lowest compared entry with this formula, charge and spin ... 93.2 kcal per mole
E_HOMO (spin up / spin down) ... -13.546 / -13.527 eV
Expectation value of S² ... 0.77
Gap between HOMO and LUMO (spin up / spin down) ... 10.1 / 5.5 eV

Geometry as XYZ:
```
50
C5H32N2O11 (ωB97M-V/def2-TZVPD)
N 2.18021 -2.27411 -1.02204
C 2.19710 -0.83485 -0.97920
C 0.97596 -0.29802 -1.66304
N -0.31080 -0.22632 -1.08964
C -0.44742 -0.34494 0.35750
C -1.61911 0.41838 0.97763
C -1.41802 0.06209 -1.96607
O 1.08037 -0.02466 -2.86272
H 1.74418 -2.70858 -1.85631
H 3.10618 -2.66895 -1.00733
H 3.14833 -0.40070 -1.26766
H 2.13911 -0.37011 0.01825
H 0.48685 -0.05466 0.83279
H -0.55151 -1.39405 0.66556
H -2.47035 0.40559 0.29853
H -1.95677 -0.14139 1.84477
H -1.50587 1.41596 1.32510
H -1.34329 -0.55202 -2.86390
H -2.38295 -0.21811 -1.56216
H -1.21792 1.09534 -2.27431
H -0.79098 3.01742 -1.52671
H -0.18862 4.36456 -1.49667
O -0.80910 3.80736 -0.97288
H -1.83035 -2.26201 2.45126
H -1.04591 -1.04981 3.26349
O -1.61433 -1.83383 3.29021
H 0.18109 -3.40141 -0.00568
H -0.50944 -4.72627 -0.39364
O -0.59972 -3.96813 0.19219
H -2.17890 -2.91697 0.08848
H -3.44151 -2.34015 0.81582
O -3.13421 -2.77097 0.03051
H 1.25748 3.84548 1.18128
H 2.19427 3.73502 2.43932
O 2.14430 3.62951 1.48046
H 0.17874 2.34040 1.58946
H -0.22914 2.24519 2.97062
O 0.37203 1.81705 2.35041
H 3.03376 2.17223 0.93702
H 4.44547 1.60132 0.55351
O 3.55624 1.37118 0.82366
H 0.22924 2.99338 -3.86823
H 0.79116 1.73228 -3.38923
O 0.55213 2.59423 -3.02582
H 1.86528 0.55114 3.40931
H 2.27354 -0.76740 4.01453
O 1.50321 -0.30565 3.66950
H -3.39681 -2.14791 -1.46056
H -3.03247 -2.36588 -2.93441
O -3.61074 -1.84729 -2.38296
```



# 8
Entry from OMol25: one molecule with the formula C25H23N5O3 (ωB97M-V/def2-TZVPD).

Properties
SMILES ... O=C1NC(=O)N(c2cccc3ccccc23)C(=O)/C1=C\NN1CCCC[C@H]1c1cccnc1
ΔE to the lowest compared entry with this formula, charge and spin ... 29.6 kcal per mole
E_HOMO ... -8.344 eV
Gap between HOMO and LUMO ... 8.6 eV

Geometry as XYZ:
```
56
C25H23N5O3 (ωB97M-V/def2-TZVPD)
O -0.04095 -3.57195 -2.19200
C 0.63849 -2.83862 -1.50208
N 2.01956 -2.81233 -1.65512
C 2.92593 -2.03243 -0.97922
O 4.11163 -2.08363 -1.19543
N 2.37450 -1.18581 -0.03461
C 3.28167 -0.33090 0.67787
C 3.78566 -0.73840 1.88142
C 4.67306 0.08744 2.58634
C 5.03991 1.29949 2.07460
C 4.53346 1.74523 0.83600
C 4.89809 2.99254 0.28731
C 4.39328 3.40432 -0.91377
C 3.49772 2.58809 -1.62123
C 3.12348 1.37314 -1.11954
C 3.63065 0.91908 0.11547
C 1.02853 -1.09726 0.26890
O 0.65051 -0.31053 1.14196
C 0.14124 -1.93942 -0.48552
C -1.23338 -1.88429 -0.26928
N -1.77447 -1.07823 0.61279
N -3.12520 -0.98816 0.88758
C -3.41336 -0.29964 2.12984
C -4.80092 -0.73042 2.59940
C -5.83306 -0.42974 1.51704
C -5.40316 -1.08920 0.20942
C -4.01150 -0.59930 -0.21010
C -3.94793 0.87803 -0.56895
C -2.74062 1.57405 -0.55407
C -2.71284 2.91448 -0.90078
C -3.90135 3.52599 -1.26446
N -5.05011 2.87601 -1.30846
C -5.06996 1.59928 -0.97602
H 2.40958 -3.43652 -2.35189
H 3.50033 -1.69759 2.28680
H 5.06323 -0.24933 3.53497
H 5.72639 1.93764 2.61226
H 5.58790 3.61690 0.83697
H 4.67940 4.35992 -1.32820
H 3.10682 2.92740 -2.56938
H 2.43496 0.74807 -1.67022
H -1.86734 -2.51388 -0.88067
H -1.08563 -0.52568 1.15728
H -2.66184 -0.59249 2.86583
H -3.38073 0.79439 2.01227
H -5.05050 -0.20878 3.52358
H -4.78721 -1.80259 2.80108
H -6.81080 -0.80734 1.81842
H -5.91580 0.65014 1.38098
H -6.12834 -0.90539 -0.58167
H -5.34105 -2.16854 0.35934
H -3.69662 -1.16384 -1.09696
H -1.81681 1.08703 -0.27964
H -1.78487 3.46436 -0.88832
H -3.94097 4.57174 -1.53770
H -6.04421 1.13783 -1.05102
```



no.,energy (eV)
1,-139943.6955
2,-230756.2120
3,-9455.8088
4,-130443.9833
5,-9469.3971
6,-90277.3719
7,-31197.7748
8,-39892.8163